# 1
C16H14FNO6 | wB97M-V/def2-TZVPD

```
! RIJCOSX wB97M-V def2-TZVPD def2/J DEFGRID3
* xyz 0 1
H 0.9058 -4.3481 1.1416
N 1.3299 -3.4561 0.9136
C 0.5346 -2.4984 0.7803
O -0.8437 -2.6801 0.9785
C -1.6964 -1.6726 0.8982
C -1.3333 -0.3935 0.6252
C -2.2752 0.7468 0.6337
O -1.9064 1.8257 1.0897
C -3.6354 0.5449 0.1230
C -3.9602 -0.5159 -0.7310
C -5.2578 -0.6766 -1.1540
F -5.5548 -1.6991 -1.9818
C -6.2730 0.1847 -0.7538
C -5.9606 1.2487 0.0587
C -4.6449 1.4680 0.4856
O -4.4032 2.5403 1.2360
C 0.0673 -0.1331 0.4331
C 0.9622 -1.1438 0.4724
C 2.4036 -0.9125 0.1607
O 3.0591 -1.5750 -0.5937
O 2.8517 0.1683 0.8107
C 4.2106 0.5285 0.5824
C 4.3472 1.3384 -0.7194
O 5.6181 1.9048 -0.8875
C 6.6306 0.9877 -1.2357
H -2.7128 -1.9751 1.1174
H -3.1990 -1.1882 -1.0928
H -7.2806 0.0197 -1.1002
H -6.7146 1.9536 0.3697
H -3.4307 2.6092 1.3874
H 0.3752 0.8825 0.2377
H 4.8157 -0.3821 0.5313
H 4.5097 1.1374 1.4373
H 3.6505 2.1810 -0.6855
H 4.0907 0.6912 -1.5710
H 6.8977 0.3348 -0.3987
H 7.4968 1.5855 -1.5125
H 6.3260 0.3687 -2.0867
*
```

Output
E_tot ... -33310.4403 eV
Gap between HOMO and LUMO ... 8.35 eV
SMILES string ... [H]/N=c1\occ(C(=O)c2cc(F)ccc2O)cc1C(=O)OCCOC
Largest force on an atom ... 1.07 eV/Å
Energy relative to the best compared isomer or geometry (same formula, charge and spin) ... 1.31 kcal per mole

# 2
C4H7Br3 | wB97M-V/def2-TZVPD

```
! RIJCOSX wB97M-V def2-TZVPD def2/J DEFGRID3
* xyz 0 1
C 1.2391 -0.0232 -0.3336
C 0.2894 -0.8400 0.5860
C -1.8290 0.6842 0.2198
C -0.9782 -0.0217 1.2884
Br -2.7682 -0.6543 -0.7306
Br -0.1313 1.6337 2.2825
Br -1.9154 -1.0150 2.5210
H 0.9400 0.1892 -1.3293
H 1.9569 -0.7752 -0.5846
H 1.6538 0.9172 0.2545
H 0.8113 -1.4066 1.5173
H -0.1477 -1.6268 -0.0293
H -2.5332 1.2758 0.8003
H -1.3320 1.2758 -0.4226
*
```

Output
E_tot ... -214387.9952 eV
Gap between HOMO and LUMO ... 10.30 eV
Largest force on an atom ... 4.77 eV/Å
Energy relative to the best compared isomer or geometry (same formula, charge and spin) ... 3.98 kcal per mole

What is the E_tot in the second record? -214387.9952 eV